# 1
A 2-piece molecular cluster, C39H34F6N2O2 overall at a distorted geometry, computed with ωB97M-V/def2-TZVPD.

CARTESIAN COORDINATES (ANGSTROEM)
C  -1.583689  4.931187  3.465397
C  -1.086397  3.509243  3.524496
O  0.125371  3.426222  2.743455
C  0.744721  2.211447  2.878085
C  1.967732  2.149816  2.106159
C  3.003527  1.257467  2.395837
C  2.796477  0.074133  3.174681
C  3.763537  -0.913085  3.238072
C  4.996642  -0.747761  2.587335
C  5.277708  0.463719  1.932191
C  4.310378  1.452144  1.835818
O  0.247632  1.331508  3.589518
H  -2.644428  4.978734  3.713494
H  -1.054771  5.543135  4.200910
H  -1.437416  5.373055  2.478319
H  -0.885530  3.223713  4.563586
H  -1.817593  2.806658  3.105361
H  2.135858  2.946644  1.395097
H  1.825101  -0.042310  3.646441
H  3.541900  -1.836719  3.774986
H  5.716131  -1.567230  2.569020
H  6.253837  0.608857  1.462814
H  4.508605  2.388835  1.309105
F  4.054188  -2.318714  -7.429729
C  4.450083  -1.859874  -6.211075
F  3.504892  -2.244297  -5.289363
F  5.618843  -2.505219  -5.869594
C  4.666290  -0.376705  -6.154675
N  4.950931  0.003715  -4.764190
C  6.268762  0.467230  -4.505686
C  6.618101  1.788446  -4.827217
C  7.933569  2.214256  -4.676385
C  8.913476  1.316697  -4.236500
C  8.566390  0.001427  -3.910719
C  7.246370  -0.421578  -4.036862
C  3.937338  0.296664  -3.881672
C  4.239888  0.344245  -2.499261
C  3.264809  0.656507  -1.581567
C  1.979267  1.108824  -2.004405
C  1.030801  1.602189  -1.070973
C  -0.088091  2.405536  -1.434995
C  -1.337046  2.229778  -0.780471
C  -2.474974  2.875610  -1.216738
C  -2.388232  3.881050  -2.208915
N  -3.472665  4.635764  -2.614676
C  -4.833845  4.262582  -2.201585
C  -5.455028  3.411512  -3.265770
F  -6.595044  2.786607  -2.862565
F  -5.754598  4.194253  -4.356953
F  -4.580743  2.444022  -3.696560
C  -3.307904  5.997679  -3.001700
C  -3.204312  6.382778  -4.350892
C  -3.150725  7.735946  -4.690127
C  -3.162751  8.713778  -3.690333
C  -3.276438  8.334400  -2.349348
C  -3.395115  6.989846  -2.012586
C  -1.126670  4.151311  -2.790103
C  -0.020008  3.400217  -2.456005
C  1.682915  1.008502  -3.398415
C  2.623662  0.581625  -4.309503
H  5.554314  -0.150024  -6.752793
H  3.763951  0.110205  -6.531087
H  5.830825  2.451574  -5.187227
H  8.189619  3.247953  -4.911235
H  9.949290  1.647460  -4.137943
H  9.322693  -0.699239  -3.555663
H  6.939139  -1.435218  -3.784232
H  5.261239  0.125352  -2.182657
H  3.483974  0.611244  -0.513795
H  1.106237  1.274780  -0.034301
H  -1.387843  1.506465  0.033798
H  -3.426861  2.636033  -0.749916
H  -4.822119  3.688605  -1.276182
H  -5.425850  5.179091  -2.128093
H  -3.177212  5.603206  -5.111593
H  -3.092392  8.033032  -5.737841
H  -3.081569  9.771201  -3.953586
H  -3.278521  9.081680  -1.555788
H  -3.532559  6.667212  -0.979762
H  -1.062244  4.948633  -3.531480
H  0.920657  3.576523  -2.977031
H  0.690274  1.273890  -3.755028
H  2.365393  0.545009  -5.363272

Force components x, y, z for each atom (eV/Å):
C 0.0561 0.3470 0.1584
C 0.0795 -0.0348 -0.2979
O -0.6602 -0.0534 0.4846
C 0.5213 -0.7445 -0.3349
C -1.2382 0.8090 0.1773
C 1.0436 -1.1816 -0.1129
C 0.1026 0.1834 -0.2696
C 0.1911 0.2609 -0.2076
C 0.0350 0.0511 -0.0834
C -0.1190 -0.4139 0.0406
C -0.5570 -0.1737 0.1501
O 0.2365 0.7384 -0.3981
H -0.0332 -0.0411 0.0053
H 0.0106 0.0599 -0.1851
H -0.0264 -0.0786 -0.0046
H -0.0355 -0.1237 -0.3041
H 0.1134 0.0623 0.1534
H 0.1747 0.3497 0.3250
H 0.2960 -0.1081 -0.0991
H 0.1278 0.2144 -0.1202
H -0.0810 0.3001 0.1176
H -0.2511 -0.0200 0.1493
H 0.0168 -0.2569 0.1138
F 0.3937 0.5023 1.0285
C 0.0376 -1.5894 0.6861
F 0.8164 0.1772 -1.0669
F -1.1902 0.3558 -0.4920
C 0.1279 0.3723 0.6219
N -0.4112 -0.1206 -0.9299
C 1.3295 0.0653 0.0102
C -0.2365 -0.4916 0.2353
C 0.0925 -0.1287 0.0186
C -0.1588 -0.0201 0.0492
C 0.0175 0.2308 -0.0082
C -0.3665 0.2880 -0.1437
C -0.1126 0.3622 0.4920
C -0.0503 -0.0151 -0.1600
C -0.2109 0.2012 0.1287
C 0.1862 -0.0066 -0.2363
C -0.1204 -0.7616 -0.1890
C -0.4243 0.6621 -0.1865
C 0.4807 -0.1150 -0.2378
C 0.0336 0.1968 -0.0495
C 0.5541 -0.1047 0.1574
N -0.8032 -0.3839 0.4131
C 0.8242 0.2981 0.0046
C -0.1502 -0.6779 -1.4791
F 0.9238 0.6268 -0.3282
F 0.0852 -0.9141 0.8308
F -1.0084 0.7394 0.3638
C -0.3106 1.2552 -0.5417
C -0.0164 -0.2267 0.5197
C 0.1034 0.0393 0.2200
C 0.0259 -0.1900 0.0662
C -0.0725 0.0056 -0.1153
C 0.3366 -0.3899 -0.2680
C -0.0831 -0.0772 0.0097
C -0.2121 -0.3462 0.2046
C 0.1995 0.2764 0.1629
C -0.0658 0.0894 0.2462
H -0.3899 0.0977 -0.0736
H 0.3475 0.0494 -0.2360
H 0.2593 -0.0358 0.0750
H 0.0054 -0.3078 0.0524
H -0.3341 -0.1023 -0.0234
H -0.1778 0.2303 -0.1000
H 0.1633 0.1796 -0.0893
H -0.4134 -0.0479 0.0136
H 0.0208 0.1234 -0.1738
H -0.0087 -0.0350 -0.0024
H -0.0735 0.1892 -0.1432
H 0.3406 -0.0102 -0.0484
H -0.2569 0.3179 0.0417
H -0.0148 -0.3039 0.2861
H -0.0458 0.2121 0.1142
H 0.0162 -0.1183 0.2870
H -0.0584 -0.3753 0.0764
H -0.0621 -0.1368 -0.2612
H 0.1182 0.2006 -0.1668
H 0.0942 -0.2889 0.2114
H -0.1698 0.0225 0.2584
H 0.1776 -0.0853 0.1067
H -0.1057 -0.1057 0.3001

- Largest force on an atom: 0.0337 Eh/bohr
- E_HOMO: -5.3 eV
- Electronic energy: -64372.95430 eV

Results of the Mulliken charge analysis, in e, for atoms 1 through 4: -1.197, -0.164, -0.301, 0.683

# 2
C39H34N2OP2S2W as an isolated structure at a distorted geometry, computed with ωB97M-V/def2-TZVPD.

CARTESIAN COORDINATES (ANGSTROEM)
W  0.407411  -0.121870  0.450991
O  -2.490112  0.260890  1.791649
S  -1.781092  0.907941  0.707205
C  -1.672305  2.664114  0.974478
C  -2.791219  3.355693  1.405219
C  -2.704130  4.736664  1.542636
C  -1.513530  5.390568  1.258231
C  -0.382390  4.680254  0.868093
C  -0.445471  3.295613  0.746143
P  0.997686  2.285099  0.329789
C  1.529517  1.438688  1.872629
C  1.129204  1.706950  3.188809
C  1.790687  1.091152  4.242310
C  2.809199  0.171047  3.997643
C  3.184571  -0.146746  2.695257
C  2.558250  0.484157  1.623737
C  2.385501  3.368994  -0.069483
C  2.980461  4.065337  0.989264
C  3.980507  4.979282  0.706442
C  4.391538  5.182539  -0.606888
C  3.801357  4.482585  -1.650137
C  2.795191  3.564559  -1.387367
C  -2.738107  0.662720  -0.795468
C  -3.808498  1.463514  -1.146274
C  -4.642356  1.043395  -2.179160
C  -4.398718  -0.151101  -2.843689
C  -3.303241  -0.936534  -2.504726
C  -2.458682  -0.524196  -1.479599
P  -0.986683  -1.448900  -1.016180
C  -1.187121  -3.155991  -1.520726
C  -2.136273  -3.883729  -0.790818
C  -2.429505  -5.181889  -1.169816
C  -1.765552  -5.755374  -2.250929
C  -0.821918  -5.028346  -2.965773
C  -0.524002  -3.721423  -2.609179
C  0.409843  -0.650898  -1.922447
C  0.266078  0.444509  -2.800340
C  1.336099  0.832285  -3.587890
C  2.556308  0.163070  -3.504574
C  2.728244  -0.900193  -2.616819
C  1.669216  -1.304772  -1.825031
H  -3.704210  2.826081  1.651010
H  -3.572066  5.296015  1.866260
H  -1.455018  6.466675  1.358617
H  0.542058  5.205657  0.673389
H  0.338271  2.422426  3.384514
H  1.525291  1.338369  5.262544
H  3.334162  -0.283835  4.828498
H  3.995504  -0.841779  2.517265
H  3.039464  0.447115  0.640837
H  2.668181  3.903004  2.013325
H  4.440485  5.529890  1.516340
H  5.186243  5.886500  -0.816477
H  4.118437  4.652749  -2.670232
H  2.325468  3.020466  -2.196963
H  -4.010990  2.391933  -0.631381
H  -5.492532  1.654685  -2.452063
H  -5.062500  -0.473145  -3.635270
H  -3.103209  -1.858715  -3.036265
H  -2.656760  -3.419054  0.041705
H  -3.185900  -5.740920  -0.634158
H  -1.995229  -6.771680  -2.543144
H  -0.323642  -5.473440  -3.816823
H  0.186487  -3.149807  -3.192949
H  -0.694053  0.936560  -2.903757
H  1.213452  1.645917  -4.291900
H  3.377735  0.459692  -4.145250
H  3.673028  -1.427165  -2.576482
H  1.758304  -2.201272  -1.213660
S  0.020545  -1.364514  2.558771
C  -0.259997  -3.067015  2.384742
N  -1.151254  -3.693047  3.114736
C  -1.147021  -5.147352  2.882695
C  0.000507  -5.313254  1.865052
N  0.389398  -3.910520  1.589083
H  -1.775882  -3.243014  3.767792
H  -2.109878  -5.464962  2.486046
H  -0.967153  -5.680989  3.813607
H  -0.312009  -5.803455  0.945588
H  0.843900  -5.862337  2.280471
H  1.276418  -3.702120  1.166673

Force components x, y, z for each atom (eV/Å):
W 0.0682 -0.1677 -0.2104
O -0.2660 0.0380 0.2596
S -0.6557 0.1573 -0.1480
C 0.3216 -0.2528 -0.2122
C -0.1010 -0.1955 0.1176
C 0.0421 0.0019 -0.0009
C -0.0538 0.0710 0.0312
C 0.0964 -0.1126 0.0160
C -0.0901 -0.1327 -0.2816
P 0.3538 0.5813 0.8911
C 0.0824 0.1111 -0.2792
C -0.1423 -0.0446 -0.0394
C 0.0417 -0.0627 0.0447
C -0.0315 0.0465 0.0200
C 0.0180 -0.0441 -0.1670
C 0.3581 0.4179 0.3358
C -0.2276 -0.4960 -0.2194
C 0.0242 -0.0273 -0.0778
C -0.0138 -0.0192 0.0934
C 0.0537 0.0133 -0.0185
C -0.0562 -0.0877 -0.0749
C -0.0498 0.0807 -0.0218
C 0.4373 -0.0105 0.1254
C 0.0072 0.1231 0.0522
C 0.0252 -0.0054 0.0050
C -0.0471 0.0424 -0.0309
C 0.1583 -0.0473 0.0394
C -0.0150 -0.0383 0.2424
P -0.2195 -0.0617 -1.1652
C 0.0666 0.1009 0.4542
C 0.0429 0.0688 -0.0278
C -0.0349 0.0231 0.0605
C -0.0068 0.0150 0.0136
C 0.0656 -0.0263 -0.0716
C -0.0264 0.0870 0.0144
C -0.1083 -0.2226 0.6897
C -0.0152 0.0380 -0.0353
C -0.0450 0.0604 -0.0482
C -0.0807 -0.0384 0.0574
C 0.1186 -0.0027 0.0869
C -0.0968 0.0159 -0.0601
H -0.0127 0.0398 -0.0067
H 0.0142 0.0090 0.0164
H -0.0011 -0.0046 -0.0148
H 0.0331 0.0181 -0.0049
H -0.0205 -0.0208 -0.0155
H -0.0222 -0.0037 -0.0107
H -0.0369 -0.0098 0.0119
H 0.0155 0.0270 0.0098
H -0.1131 -0.1249 -0.0529
H 0.0126 0.0301 0.0175
H 0.0312 0.0040 -0.0282
H -0.0296 0.0298 0.0028
H 0.0367 0.0079 0.0177
H 0.0019 0.0446 -0.0067
H -0.0318 -0.0116 -0.0198
H -0.0037 -0.0152 -0.0168
H 0.0040 0.0096 -0.0064
H -0.0411 -0.0063 -0.0065
H -0.0527 -0.0634 -0.0042
H 0.0130 -0.0254 -0.0151
H -0.0054 0.0051 -0.0215
H -0.0134 -0.0161 0.0068
H 0.0067 -0.0323 -0.0113
H 0.0071 0.0166 0.0459
H 0.0034 -0.0188 -0.0131
H -0.0025 0.0060 -0.0053
H -0.0009 0.0168 0.0089
H 0.0701 0.0228 0.0425
S 0.2458 0.2565 -0.1886
C -0.0369 -0.1676 -0.3263
N -0.0842 -0.0470 0.0926
C -0.0030 -0.1650 0.0090
C 0.0313 -0.0776 -0.0300
N -0.0568 -0.2084 0.0366
H 0.0142 0.1300 -0.0393
H 0.0020 0.0538 -0.0130
H 0.0147 0.0314 0.0009
H -0.0520 0.0338 0.0188
H 0.0159 0.0560 0.0153
H 0.0486 0.1724 0.0432

- Largest force on an atom: 0.0231 Eh/bohr
- E_HOMO (alpha / beta): -19.2 / -19.2 eV
- Total charge: +4
- Multiplicity: 3
- Electronic energy: -88056.49797 eV

Results of the Mulliken charge analysis, in e, for atoms 1 through 4: 0.344, -0.696, 1.414, 0.076